[1]
ORCA calculation (ωB97M-V/def2-TZVPD) on a structure of composition C11H23O3P2Tm.

Each line ends with the Mulliken spin population.
Positions of all 40 atoms, in Å:
Tm  0.73897  -1.82149  -0.13601  2.010
P  0.13580  -3.96330  -1.77344  -0.001
P  0.59836  -1.45235  2.73851  -0.003
O  -0.75020  -1.19287  1.09993  -0.004
O  0.72280  0.12611  3.09473  0.000
O  2.14651  -0.46314  -0.40111  0.004
C  3.30621  0.33362  -0.40129  -0.002
C  -1.74225  1.06904  -3.37507  0.001
C  -2.11411  -0.81810  1.28186  -0.001
C  -0.32890  2.22521  3.53929  0.000
C  0.42562  1.87642  -3.43042  0.000
C  -0.19974  0.79304  3.96923  0.000
C  0.48202  0.44301  -3.46216  -0.001
C  3.04720  1.82555  -0.44817  0.001
C  -2.82656  -1.87867  2.08624  0.000
C  -0.94881  2.25582  -3.33845  -0.002
C  -0.87016  -0.05763  -3.48615  -0.001
H  -2.40155  -1.96652  3.09214  0.000
H  1.28185  2.55379  -3.41657  0.000
H  -0.80088  2.31133  2.55553  0.000
H  -1.17038  0.27802  3.93720  0.000
H  2.50785  2.16656  0.44989  0.000
H  3.92823  0.04825  -1.25856  0.000
H  -3.87921  -1.61451  2.18247  0.000
H  0.65535  2.70507  3.50514  0.000
H  -2.77063  -2.86217  1.60015  0.000
H  2.46730  2.13070  -1.33148  0.000
H  -1.19273  -1.09413  -3.61212  0.000
H  4.00569  2.35686  -0.47108  0.000
H  -2.55886  -0.66246  0.30303  0.000
H  3.86869  0.10808  0.50953  0.000
H  -1.07275  -3.89245  -2.56423  0.000
H  -0.11465  -5.22738  -1.11737  0.000
H  -1.32811  3.28370  -3.27761  0.000
H  -2.09806  0.13382  1.80368  0.000
H  -0.94989  2.76689  4.26476  0.000
H  1.39721  -0.17514  -3.47516  0.000
H  1.02893  -4.41291  -2.79795  0.000
H  -2.83335  1.03715  -3.41461  0.000
H  0.20715  0.72720  4.97566  0.000

Frontier orbital gap (alpha / beta) in eV: 4.254 / 4.269
Multiplicity: 3
Strongest force on any atom in eV Å⁻¹: 3.21

[2]
ORCA calculation (ωB97M-V/def2-TZVPD) on a structure of composition C11H24ClCsN3OTa.

Each line ends with the Mulliken charge.
Positions of all 42 atoms, in Å:
Ta  -0.30101  -0.06794  1.51522  0.629
Cs  -3.73339  -0.07143  3.65079  1.036
Cl  0.19654  0.13633  3.65882  -0.270
O  -3.99257  -2.24837  2.18555  -0.334
N  -2.12240  -0.64250  1.61711  -0.594
N  0.92141  -1.06252  0.41756  0.724
N  -0.10511  1.75737  0.73298  0.139
C  -0.72891  3.76275  -0.69916  -1.967
C  0.30937  -3.39910  0.51963  -1.207
C  -2.91027  -2.01551  1.82211  0.677
C  -0.52149  -1.96463  -1.41266  -1.158
C  0.80678  2.69580  1.39172  -1.072
C  2.38127  -0.88548  0.72137  -1.014
C  0.63172  -2.25938  -0.44312  0.739
C  1.82765  -2.71256  -1.27405  -1.830
C  -1.89125  1.60297  -0.94932  -1.523
C  0.48526  1.87358  -1.66441  -1.281
C  -0.57208  2.22072  -0.59339  1.584
H  2.21481  -1.96517  -1.96017  0.449
H  2.51686  -0.17544  1.51666  0.412
H  1.42694  2.40068  -1.52322  0.408
H  -2.63904  1.97200  -0.24817  0.333
H  -2.20573  1.92452  -1.96904  0.458
H  -0.22413  -1.11087  -2.07897  0.224
H  2.83791  -1.82619  1.05148  0.349
H  -1.42106  -1.74504  -0.79836  0.185
H  0.44492  3.73854  1.34520  0.377
H  0.81278  2.53917  2.45147  0.397
H  -1.22182  4.06054  -1.67567  0.421
H  0.75021  0.81662  -1.60713  0.132
H  0.13977  2.08119  -2.69441  0.397
H  -1.87744  0.50516  -0.92009  0.227
H  1.82024  2.67478  1.01763  0.379
H  1.16766  -3.61804  1.20225  0.291
H  0.19290  4.35204  -0.65471  0.454
H  -0.56332  -3.10764  1.11793  0.113
H  2.68992  -3.11130  -0.72676  0.430
H  -0.66796  -2.89704  -2.00085  0.562
H  2.97354  -0.52409  -0.13253  0.340
H  -1.44588  4.12708  0.07665  0.459
H  1.54243  -3.54209  -1.92360  0.452
H  0.05396  -4.28951  -0.06235  0.471

Total charge: +2
Frontier orbital gap (alpha / beta) in eV: 5.896 / 4.462
Strongest force on any atom in eV Å⁻¹: 7.24

[3]
ORCA calculation (ωB97M-V/def2-TZVPD) on a structure of composition C11H24ClIMnN3OP2.

Each line ends with the Mulliken spin population.
Positions of all 44 atoms, in Å:
I  2.26466  -1.19249  -1.18758  0.450
Mn  -0.06403  -1.69806  -2.27418  2.501
Cl  -1.77313  -1.23009  -0.83050  -0.015
P  0.41441  -0.13917  1.10165  0.384
P  -0.22432  0.68864  -3.20576  -0.161
O  2.45486  3.08045  -0.48317  0.003
N  1.52976  0.20195  3.62574  0.067
N  0.12169  -1.78759  3.33128  0.509
N  -0.91430  0.43275  3.46747  0.330
C  2.14752  1.98955  -0.37101  0.011
C  1.34068  -1.24379  3.93723  -0.011
C  -1.04032  -1.00648  3.79307  -0.015
C  1.83697  0.41558  2.22706  0.058
C  -1.01021  0.69114  2.04747  0.080
C  0.33981  0.96259  4.05188  -0.019
C  -0.88609  1.95293  -2.06526  -0.006
C  0.20298  -1.87092  1.88608  0.053
C  -1.56463  0.64383  -4.44594  0.003
C  -1.13572  -2.84359  -3.44019  -0.282
C  1.08678  1.57311  -4.11274  -0.010
H  1.57855  0.86564  -4.78918  0.001
H  -1.61089  1.59930  -4.98831  -0.002
H  -0.70996  -2.29819  1.45536  0.000
H  -1.37371  -0.17415  -5.14827  0.000
H  2.21869  -1.79635  3.57663  0.006
H  -2.11268  -2.39569  -3.67146  0.020
H  2.71825  -0.15596  1.91213  0.002
H  -1.25949  -3.71432  -2.76586  0.000
H  -0.12935  2.23088  -1.32168  0.000
H  0.65513  2.39716  -4.70041  -0.005
H  1.25334  -1.33799  5.03161  0.003
H  -2.51662  0.45655  -3.93647  0.002
H  0.26117  0.89173  5.14885  0.002
H  1.83942  1.98211  -3.42950  0.001
H  1.05276  -2.49074  1.58209  0.021
H  -0.97472  1.76728  1.83730  0.017
H  0.45955  2.01325  3.75465  0.004
H  -1.09432  -1.10464  4.88960  0.001
H  -1.75564  1.53491  -1.54354  0.001
H  -1.95593  -1.39607  3.33224  -0.001
H  2.02240  1.47748  2.02616  0.000
H  -1.95573  0.30237  1.65519  -0.002
H  -1.19227  2.84190  -2.63916  -0.004
H  -0.54536  -3.11678  -4.32058  0.003

ΔE to the lowest compared entry with this formula, charge and spin in kcal/mol: 81.19
Total charge: +2
Frontier orbital gap (alpha / beta) in eV: 7.494 / 4.738
Multiplicity: 5
Strongest force on any atom in eV Å⁻¹: 2.92